# 1
Entry from the OMol25 dataset: a 2-piece molecular cluster, C2H6NO3 overall in a non-equilibrium geometry (ωB97M-V/def2-TZVPD).

Geometry as XYZ:
```
12
Properties=species:S:1:pos:R:3:forces:R:3
O -0.367094 -0.993420 1.781461 1.5 0.4 -0.3
C 0.002914 -0.239056 0.865016 -3.1 1.3 -1.3
O -0.813411 0.498635 0.154094 0.9 -0.3 1.7
C 1.345528 -0.159454 0.167249 0.5 -2.0 -1.4
N 1.888789 1.094140 -0.326460 0.7 0.2 0.8
H 1.109963 -0.844527 -0.731682 0.6 1.0 1.0
H 2.164083 -0.661807 0.674246 0.1 -0.2 0.4
H 1.295086 1.628718 -0.935440 -0.7 -0.2 0.2
H 2.120614 1.670237 0.485747 -0.2 0.0 -0.5
H -1.302292 -0.472408 -2.612702 -0.5 0.3 1.3
H -1.556161 -0.105121 -1.057681 1.1 0.5 1.1
O -1.962429 -0.315590 -1.901914 -1.0 -1.0 -3.0
```
Positions in Å, forces in eV/Å.

As for the total charge: -1. Its HOMO energy is -0.1610 hartree. The energy above the lowest of the compared OMol25 structures with the same formula, charge and spin comes out at 21.2 kcal per mole.


# 2
Entry from the OMol25 dataset: a 2-piece molecular cluster, C33H56BF9N3O6S overall in a non-equilibrium geometry (ωB97M-V/def2-TZVPD).

Geometry as XYZ:
```
109
Properties=species:S:1:pos:R:3:forces:R:3
C 5.532942 -1.818528 0.524755 -0.8 -1.0 0.2
C 4.436042 -1.538465 -0.514852 1.0 1.0 -0.2
C 3.537719 -0.330989 -0.165336 0.4 -1.6 0.3
B 2.616632 -0.752172 1.090674 -0.2 0.2 0.5
N 1.793767 0.183644 1.860707 0.0 -0.1 -0.5
O 2.550437 -2.119168 1.413924 -0.1 0.0 -0.8
O 4.505481 0.720594 0.068054 -0.7 0.5 0.1
S 3.959327 2.185820 0.422616 0.3 1.2 0.2
O 4.891791 3.085608 -0.166388 0.3 -0.1 -0.9
O 3.762430 2.401686 1.818012 -0.5 -0.9 0.4
C 2.383413 2.251555 -0.482459 0.6 0.3 -0.4
C 2.004365 3.723616 -0.580331 0.0 0.7 1.1
C 1.267057 4.157464 0.698679 -0.5 0.6 -0.7
C -0.126586 3.522316 0.778285 0.6 -0.1 0.7
C -1.236303 4.418571 1.331751 -0.1 -1.0 -0.4
C -2.610875 3.836765 0.911909 0.0 1.0 0.5
C -3.561471 3.507378 2.077858 0.2 -0.5 -0.2
C -3.846180 2.014967 2.231583 -0.6 -0.3 0.3
C -4.459762 1.364852 0.994523 0.3 0.6 -0.3
C -5.915849 1.732860 0.767051 -0.2 -0.6 0.4
C -6.466851 1.230492 -0.564068 0.1 0.4 -0.2
C -5.638489 1.666801 -1.791643 0.1 -0.2 0.2
C -4.774475 0.561079 -2.418388 -0.6 0.0 0.3
O -3.445437 0.533223 -1.927525 0.0 0.1 -0.4
C -2.485315 1.104323 -2.799052 0.2 0.1 0.3
C 2.644026 1.440506 -1.773348 0.2 0.0 0.9
C 1.807331 1.760949 -3.011165 -0.1 -1.0 -0.3
F 0.560676 2.181529 -2.727857 -0.1 0.6 0.1
F 1.610831 0.575139 -3.678229 0.0 0.0 -0.2
C 2.468899 2.631896 -4.130274 0.0 -0.5 0.3
F 1.592462 2.738818 -5.138095 -0.2 0.3 0.0
F 3.499294 1.885583 -4.587363 0.2 0.0 0.2
C 3.063600 4.025907 -3.825082 0.4 0.8 -1.2
F 3.775164 4.334999 -4.940821 -0.2 -0.1 0.0
F 3.956968 3.997944 -2.835561 -0.4 -0.3 0.4
C 2.028926 5.211320 -3.655957 0.2 0.5 -0.4
F 2.345281 5.937764 -2.583900 -0.3 -0.2 0.0
F 0.769331 4.765015 -3.563616 0.3 0.1 0.3
F 2.095481 6.023096 -4.715915 -0.2 -0.4 0.3
C 2.627737 -0.064142 -1.405685 -0.3 0.6 -0.2
C 1.264961 -0.715993 -1.193683 0.8 0.4 -0.5
C 1.187581 -2.075492 -1.414622 0.4 -0.1 -0.2
C -0.006826 -2.709759 -1.258606 -0.7 -1.0 0.0
N -1.140787 -2.124147 -0.881887 0.1 -0.1 0.0
C -1.053552 -0.815698 -0.693194 -1.0 0.2 0.5
C 0.095008 -0.078911 -0.839457 0.6 0.4 0.0
H 5.661665 -1.026835 1.253178 0.2 0.3 -0.2
H 5.246683 -2.706791 1.090337 0.0 0.0 0.2
H 6.461753 -2.082952 0.036487 0.3 0.3 0.0
H 4.938179 -1.263395 -1.443821 0.0 0.0 -0.2
H 3.852623 -2.420707 -0.733404 -0.2 -0.1 0.1
H 2.086243 0.222284 2.830982 -0.1 0.2 0.1
H 0.809179 -0.057725 1.810141 0.0 0.0 0.3
H 1.620435 -2.353385 1.286673 -0.1 -0.1 0.5
H 1.686619 1.775785 0.196695 -0.1 -0.3 -0.1
H 2.856847 4.387043 -0.673031 0.3 -0.3 -0.3
H 1.329297 3.958717 -1.396113 0.0 -0.4 -0.2
H 1.867657 4.018320 1.591437 0.0 -0.2 0.1
H 1.129770 5.235612 0.596996 0.0 0.1 0.1
H -0.050841 2.644853 1.430438 -0.2 -0.2 -0.1
H -0.412918 3.157351 -0.209279 0.0 0.1 -0.2
H -1.102593 5.425732 0.947844 0.0 0.2 0.1
H -1.181649 4.413763 2.417071 0.2 0.4 0.1
H -2.442286 2.982197 0.264175 -0.1 -0.2 0.0
H -3.100096 4.601162 0.311480 -0.1 -0.1 -0.3
H -3.136522 3.858115 3.016546 0.0 0.2 0.1
H -4.498676 4.039852 1.938078 -0.1 0.0 0.1
H -4.558449 1.881640 3.051348 0.0 0.0 0.2
H -2.956071 1.466919 2.542273 0.3 0.1 -0.1
H -3.891394 1.702645 0.130965 0.1 -0.2 -0.1
H -4.355736 0.281526 1.010642 0.0 -0.2 0.1
H -6.493093 1.268162 1.570593 -0.2 0.1 0.1
H -6.092420 2.801518 0.873086 0.2 0.2 -0.2
H -7.475832 1.620792 -0.671555 -0.2 -0.1 0.0
H -6.549589 0.144437 -0.547957 0.0 -0.2 0.0
H -6.297971 2.055867 -2.564554 -0.1 0.0 0.0
H -4.979027 2.479285 -1.488253 0.1 0.2 -0.2
H -5.225497 -0.400508 -2.172320 0.0 -0.2 0.0
H -4.813311 0.643841 -3.504794 0.3 0.0 -0.1
H -2.938882 1.702902 -3.585713 -0.1 0.0 -0.1
H -1.827598 1.763959 -2.228536 -0.1 0.0 0.1
H -1.858936 0.322076 -3.229740 0.0 -0.1 -0.2
H 3.681716 1.640129 -2.040475 0.1 0.1 -0.3
H 3.071300 -0.564438 -2.259757 0.1 -0.3 0.0
H 2.037212 -2.655731 -1.730423 0.2 0.0 -0.1
H -0.044083 -3.775043 -1.459923 -0.2 -0.1 0.0
H -1.958701 -0.293451 -0.405276 -0.1 -0.2 0.0
H 0.071426 0.985722 -0.692439 -0.2 0.1 0.1
C -0.797882 -5.674970 1.664403 -0.3 0.0 0.2
N -0.230444 -6.445309 2.825519 0.0 0.1 -0.1
C -1.057340 -7.680097 3.002282 0.1 0.0 0.1
C -0.322103 -5.614368 4.060839 0.0 0.0 0.0
C 1.198381 -6.890307 2.571580 0.0 0.1 -0.2
C 2.228476 -5.795404 2.405853 0.0 0.4 -0.1
O 1.902332 -4.981067 1.295302 -0.1 -0.1 0.0
H -1.877303 -5.624379 1.795833 0.0 -0.1 0.0
H -0.393813 -4.672442 1.664199 0.2 0.0 -0.1
H -0.555291 -6.197414 0.744771 0.0 0.1 0.0
H -2.083150 -7.382832 3.201117 0.0 0.0 0.0
H -0.662233 -8.248381 3.840783 0.0 0.0 0.0
H -1.004687 -8.265071 2.087840 0.0 0.0 0.0
H 0.227589 -4.690474 3.910216 0.0 0.0 0.0
H 0.097927 -6.176270 4.891990 0.0 0.0 0.0
H -1.369583 -5.390823 4.246450 0.0 0.0 0.0
H 1.157773 -7.504822 1.672582 0.0 0.0 0.0
H 1.474749 -7.515699 3.419606 0.0 0.0 0.0
H 3.197981 -6.273485 2.239865 -0.1 -0.2 0.2
H 2.311259 -5.184961 3.310888 0.0 -0.1 0.1
H 2.524727 -4.243288 1.261961 0.1 0.1 -0.1
```
Positions in Å, forces in eV/Å.

As for the total charge: +1. Its HOMO energy is -0.4153 hartree.


# 3
Entry from the OMol25 dataset: C46H59As3CdF5N3PS2 as an isolated structure (ωB97M-V/def2-TZVPD).

Geometry as XYZ:
```
120
Properties=species:S:1:pos:R:3:forces:R:3
Cd 0.226989 -1.110693 -0.715346 0.0 0.2 0.0
C -6.542692 2.409517 1.725323 0.0 0.0 -0.1
C -5.925394 3.148168 0.726259 0.0 0.0 0.0
C -4.685589 2.761457 0.231015 0.0 0.0 0.0
C -4.035051 1.640792 0.740059 0.0 0.0 -0.1
C -4.662513 0.909754 1.751883 0.0 -0.1 -0.1
C -5.911405 1.279502 2.232251 -0.1 -0.1 -0.1
P -2.397568 1.022252 0.186867 0.3 -0.2 0.0
C -1.717821 2.433493 -0.762983 0.0 0.1 0.1
C -1.575983 3.668390 -0.122008 0.0 0.0 0.0
C -0.954022 4.729530 -0.762704 0.0 0.0 0.0
C -0.433494 4.566152 -2.041422 0.0 0.0 0.0
C -0.554272 3.340374 -2.677157 0.0 0.0 0.0
C -1.198145 2.283226 -2.046780 0.0 0.0 0.0
C -2.784192 -0.180994 -1.136857 -0.3 0.1 0.0
C -4.011416 -0.157402 -1.803510 0.0 0.0 0.0
C -4.286908 -1.074778 -2.804396 0.0 0.0 0.0
C -3.325406 -2.011403 -3.155252 0.0 0.0 0.0
C -2.098003 -2.014963 -2.506009 0.0 0.0 0.0
C -1.798342 -1.116383 -1.475626 0.1 0.0 0.0
H -7.517251 2.703005 2.094751 0.0 0.0 0.0
H -6.417733 4.020566 0.316204 0.0 0.0 0.0
H -4.225507 3.338614 -0.561137 0.0 0.0 0.0
H -4.171514 0.031416 2.153550 0.0 0.0 0.0
H -6.398401 0.679238 2.993358 0.0 0.0 0.0
H -1.965808 3.793858 0.884472 0.0 0.0 0.0
H -0.881173 5.691772 -0.268923 0.0 0.0 0.0
H 0.053415 5.393550 -2.541103 0.0 0.0 0.0
H -0.152756 3.205640 -3.674101 0.0 0.0 0.0
H -1.296315 1.332422 -2.556357 0.0 0.0 0.0
H -4.760229 0.580082 -1.539218 0.0 0.0 0.0
H -5.242579 -1.053999 -3.312321 0.0 0.0 0.0
H -3.528738 -2.732212 -3.937643 0.0 0.0 0.0
H -1.354914 -2.742630 -2.819347 0.0 0.0 0.0
F 2.706426 1.412154 -6.954944 0.0 0.0 0.0
C 2.545714 1.209758 -5.649362 0.0 0.0 0.0
C 1.780235 0.154239 -5.190899 0.0 0.0 0.0
F 1.198937 -0.674263 -6.058975 0.0 0.0 0.0
C 1.624118 -0.044437 -3.830888 0.0 0.0 0.0
F 0.873473 -1.101888 -3.458493 0.0 0.1 0.0
C 2.208861 0.775698 -2.871536 0.0 0.1 -0.1
S 2.067427 0.593468 -1.134575 0.0 -0.2 0.0
C 2.971102 1.830562 -3.375774 0.0 0.0 0.0
F 3.568490 2.679389 -2.526341 0.0 0.0 0.0
C 3.144966 2.052148 -4.728338 0.0 0.0 0.0
F 3.887532 3.074786 -5.152796 0.0 0.0 0.0
C 0.804173 -1.944808 3.632560 0.0 0.0 0.0
As -0.020909 -2.164958 1.876742 -0.1 0.0 0.1
C -1.868547 -1.895891 2.426501 0.0 0.1 0.0
C -0.155822 -4.119770 1.688270 0.0 0.0 0.0
C 1.076622 -4.967081 1.344061 0.0 0.0 0.0
C 2.270006 -4.525242 2.198119 0.0 0.0 0.0
C 1.472509 -4.936549 -0.142279 0.0 0.0 0.1
As 1.894936 -3.237838 -1.016863 -0.1 0.0 -0.1
C 2.275447 -3.916235 -2.796277 0.0 0.0 0.0
C 3.691972 -2.786205 -0.432548 0.0 0.0 0.0
C 0.779938 -6.438292 1.710489 0.0 0.0 0.0
As -0.786673 -7.519533 1.121022 0.0 0.0 0.0
C -1.362388 -6.768481 -0.603499 0.0 0.0 0.0
C -2.217971 -6.720036 2.206178 0.0 0.0 0.0
H 0.490308 -2.749257 4.298545 0.0 0.0 0.0
H 0.446494 -0.999124 4.036589 0.0 0.0 0.0
H 1.889390 -1.922170 3.568282 0.0 0.0 0.0
H -2.139867 -2.606981 3.207706 0.0 0.0 0.0
H -2.521992 -2.016383 1.562429 0.0 0.0 0.0
H -1.962798 -0.876127 2.798791 0.0 0.0 0.0
H -0.943702 -4.264657 0.944559 0.0 0.0 0.0
H -0.558768 -4.470782 2.641845 0.0 0.0 0.0
H 2.553180 -3.492345 1.988388 0.0 0.0 0.0
H 3.139004 -5.156018 2.000591 0.0 0.0 0.0
H 2.035561 -4.600478 3.261957 0.0 0.0 0.0
H 0.666140 -5.345453 -0.751009 0.0 0.0 0.0
H 2.337568 -5.591981 -0.281345 0.0 0.0 0.0
H 2.937943 -4.779646 -2.743586 0.0 0.0 0.0
H 2.753055 -3.127522 -3.375321 0.0 0.0 0.0
H 1.345657 -4.194119 -3.289527 0.0 0.0 0.0
H 4.329205 -3.669718 -0.412725 0.0 0.0 0.0
H 3.664777 -2.321352 0.549845 0.0 0.0 0.0
H 4.085050 -2.054520 -1.136970 0.0 0.0 0.0
H 0.712384 -6.518526 2.801394 0.0 0.0 0.0
H 1.646436 -7.042667 1.426748 0.0 0.0 0.0
H -0.660878 -7.033979 -1.393319 0.0 0.0 0.0
H -1.515457 -5.689742 -0.587884 0.0 0.0 0.0
H -2.315131 -7.245449 -0.835134 0.0 0.0 0.0
H -1.904645 -6.678525 3.249578 0.0 0.0 0.0
H -3.083877 -7.378379 2.143416 0.0 0.0 0.0
H -2.509386 -5.725513 1.872801 0.0 0.0 0.0
S -1.789657 2.628308 3.715186 0.1 0.1 0.2
C -3.042807 3.619899 4.247381 -0.3 0.1 -0.1
N -4.324373 3.182216 4.088300 0.2 0.2 0.1
C -5.433830 3.876385 4.428984 0.0 0.0 0.0
C -5.323805 5.108622 4.988243 0.0 0.1 0.0
C -4.026761 5.629381 5.177714 -0.1 0.0 0.0
C -2.921921 4.913179 4.815363 0.1 0.0 0.0
H -4.420225 2.283247 3.626755 -0.1 0.0 0.0
H -6.376600 3.391608 4.222119 0.1 0.0 0.0
H -6.205570 5.665119 5.264125 0.0 0.0 0.0
H -3.906980 6.613423 5.612068 0.0 0.0 0.0
H -1.927374 5.310414 4.951764 0.0 0.0 0.0
C 3.518737 3.301124 2.404819 0.0 0.0 0.0
C 3.244104 1.863391 1.903835 0.0 0.0 0.0
N 1.907646 1.433596 2.306781 0.1 -0.1 0.0
C 1.754378 1.624449 3.744439 0.0 0.1 0.0
C 1.722338 3.133773 4.079207 0.0 -0.1 0.0
N 2.201547 3.860468 2.855521 0.0 0.0 0.0
C 1.188443 3.720319 1.748244 0.0 0.0 -0.1
C 0.887581 2.217000 1.605314 0.0 0.1 0.1
H 3.903638 3.952257 1.621719 0.0 0.0 0.0
H 4.191497 3.336945 3.261002 0.0 0.0 0.0
H 3.987183 1.180500 2.314959 0.0 0.0 0.0
H 3.307196 1.815697 0.818999 0.0 0.0 0.0
H 2.575227 1.119876 4.255121 0.0 0.0 0.0
H 0.816395 1.182157 4.077676 0.0 0.0 0.0
H 2.369218 3.410670 4.910197 0.0 0.0 0.0
H 0.700418 3.464182 4.267272 0.0 0.0 0.0
H 2.315579 4.845651 3.078668 0.0 0.0 0.0
H 1.640908 4.142069 0.850668 0.0 0.0 0.0
H 0.308133 4.299936 2.020101 0.0 0.0 0.1
H 0.860525 1.951885 0.553702 0.0 0.0 -0.1
H -0.082184 1.982164 2.038761 0.0 0.0 -0.1
```
Positions in Å, forces in eV/Å.

As for the total charge: +1. Its HOMO energy is -0.3530 hartree. The energy above the lowest of the compared OMol25 structures with the same formula, charge and spin comes out at 11.9 kcal per mole.


# 4
Entry from the OMol25 dataset: one molecule with the formula C3H4BNO3 in a non-equilibrium geometry (ωB97M-V/def2-TZVPD).

Geometry as XYZ:
```
12
Properties=species:S:1:pos:R:3:forces:R:3
O -2.076465 1.145545 0.590159 3.4 0.9 -1.5
B -1.453445 -0.005788 0.308448 1.6 -0.3 0.0
O -1.961318 -1.207891 0.589373 1.5 -1.2 -1.0
C 0.090254 -0.076448 -0.170505 -2.7 -3.0 1.6
N 0.881663 -1.122080 0.078172 -0.6 2.1 -0.2
C 2.120141 -0.669802 -0.309939 -0.4 1.4 -0.8
C 1.951715 0.635268 -0.864155 2.4 -1.5 0.5
O 0.662330 0.925235 -0.737400 0.4 2.0 -0.7
H -2.891356 1.381858 0.907012 -2.9 0.2 1.1
H -2.784565 -1.105689 0.980845 -2.5 -0.1 1.2
H 2.916800 -1.388891 -0.098908 0.2 1.0 -0.6
H 2.544245 1.488682 -1.273102 -0.3 -1.4 0.4
```
Positions in Å, forces in eV/Å.

Its SMILES is OB(O)c1ncco1. Its HOMO energy is -0.3285 hartree. The energy above the lowest of the compared OMol25 structures with the same formula, charge and spin comes out at 13.6 kcal per mole.